P:
DFT (wB97M-V/def2-TZVPD) results for a single C6H8 molecule.

Geometry as XYZ:
```
14
Properties=species:S:1:pos:R:3
C 2.21 -1.73 -0.23
C 1.61 -0.82 0.28
C 0.82 0.26 0.88
C -0.23 0.86 -0.06
C -1.69 0.60 0.18
C -1.00 -0.03 -0.99
H 2.74 -2.53 -0.69
H 0.34 -0.12 1.79
H 1.51 1.05 1.21
H 0.03 1.84 -0.45
H -2.39 1.41 0.00
H -1.94 -0.04 1.02
H -0.79 -1.09 -0.95
H -1.23 0.35 -1.98
```

## Properties
total charge = 0
SMILES = C#CCC1CC1
HOMO = -9.90 eV



Q:
DFT (wB97M-V/def2-TZVPD) results for a single C6H8 molecule.

Geometry as XYZ:
```
14
Properties=species:S:1:pos:R:3
C -0.44 -0.98 -2.82
C -0.04 -0.56 -1.76
C 0.27 0.03 -0.50
C 0.67 1.31 -0.44
C 0.15 -0.80 0.77
C -0.44 0.17 1.79
H -0.73 -1.36 -3.77
H 1.13 1.77 -1.30
H 0.57 1.95 0.43
H -0.46 -1.70 0.67
H 1.17 -1.14 0.99
H -1.01 0.83 1.12
H -1.16 -0.24 2.48
H 0.33 0.71 2.35
```

## Properties
total charge = 0
SMILES = C#CC(=C)CC
HOMO = -8.83 eV



Most favorable structure: P. The second most favorable one is 8.3 kcal/mol above it.



P:
DFT (wB97M-V/def2-TZVPD) results for a single C3H7N3 molecule.

Geometry as XYZ:
```
13
Properties=species:S:1:pos:R:3
C 2.46 -0.39 -0.05
C 1.46 0.41 -0.05
N 0.20 -0.11 -0.12
C -0.91 0.88 -0.11
N -2.12 0.57 -0.12
N -2.41 -0.80 -0.09
H 2.70 -1.58 -0.05
H 3.32 0.30 0.19
H 1.12 1.42 0.04
H -0.02 -0.81 -0.96
H -0.65 1.92 0.22
H -3.52 -0.75 0.31
H -1.63 -1.06 0.80
```

## Properties
total charge = 0
SMILES = C=CN/C=N\N
HOMO = -8.40 eV



Q:
DFT (wB97M-V/def2-TZVPD) results for a single C3H7N3 molecule.

Geometry as XYZ:
```
13
Properties=species:S:1:pos:R:3
C -1.66 -0.52 -0.40
C -0.42 -0.41 0.52
N 0.70 0.04 -0.20
N 0.84 1.46 -0.35
C 1.89 -0.46 0.21
N 2.92 -0.75 0.65
H -1.65 -1.24 -1.11
H -2.59 -0.78 0.10
H -1.80 0.49 -0.82
H -0.72 0.18 1.42
H -0.26 -1.41 0.99
H 1.58 1.74 0.25
H 1.16 1.68 -1.27
```

## Properties
total charge = 0
SMILES = CCN(N)C#N
HOMO = -9.86 eV



Most favorable structure: Q. The second most favorable one is 65.1 kcal/mol above it.